156
Properties=species:S:1:pos:R:3:forces:R:3:mulliken_charge:R:1 method="wB97M-V/def2-TZVPD" relative_energy_kcal_mol=0.0 energy_ev=-84022.784 charge=0 homo_energy_ev=-9.2 smiles="C[C@H]1COC(=O)O1.C[C@H]1COC(=O)O1.C1CCOC1.C1CCOC1.C1CCOC1.C1CCOC1.C1CCOC1.C1CCOC1.C1CCOC1.C1CCOC1.C1CCOC1.C1CCOC1"
O 2.985173 2.041457 1.020522 -1.190 0.101 -0.675 0.04
O 1.553975 -4.560581 3.535766 -0.683 0.115 -0.475 -0.36
O -4.111623 0.928393 3.335371 -0.999 0.541 0.100 -0.47
O -5.225453 4.578296 -2.086203 -1.321 0.182 -0.815 -0.56
O -0.300020 3.244650 -5.575759 -0.015 -0.299 0.055 -0.49
O -3.407267 -0.481547 -5.508287 0.095 -0.414 0.025 -0.53
O -2.171671 -3.932066 -2.346613 0.892 -0.203 0.244 -0.39
O 1.959633 2.058910 5.158817 -0.738 -0.275 0.608 -0.47
O 6.008380 -4.282589 0.664336 0.482 0.574 -1.255 -0.46
O -5.225579 2.902591 3.385162 -0.197 -0.673 -0.250 -0.55
O 4.920043 -0.550992 -2.245352 0.730 0.524 -0.309 -0.06
O -5.582024 1.413363 1.706000 0.301 -0.071 0.645 -0.39
O -0.477663 -0.679839 0.642392 0.676 0.613 -0.708 0.42
O -0.520593 2.915726 1.595793 1.295 -0.651 -0.519 0.12
O -0.266627 0.177602 -1.444957 -0.419 0.134 1.540 -0.18
O -2.320112 -0.221350 -0.546968 1.582 0.014 -0.231 0.02
C 4.236625 2.015080 0.448206 1.273 -1.014 -1.374 0.16
C -0.197464 -3.898266 -1.002969 2.079 0.471 -1.650 1.74
C -4.122009 3.041064 -0.736878 0.258 -1.178 1.069 1.99
C -1.664072 3.492334 2.120336 -0.873 1.455 -0.473 0.85
C 3.069631 2.320731 2.392151 -0.070 -0.051 0.727 0.45
C 4.079401 -0.012865 -3.283982 -0.085 -1.283 1.070 -0.30
C 3.778797 -3.961260 0.660170 -1.256 -0.269 0.989 0.68
C -2.065855 -5.071395 -1.496657 -1.959 -0.031 -0.129 -0.88
C -1.255318 -4.615540 -0.287636 -1.468 -0.892 -0.367 0.08
C 4.845319 -4.903951 1.131841 0.517 -0.650 0.183 -0.51
C -0.264761 5.211714 1.029931 -0.470 -1.724 0.161 -1.00
C -5.030549 2.289080 -1.663551 -2.074 -0.892 -0.780 0.38
C 1.073763 0.094872 -0.915969 0.091 -0.234 -1.051 -0.09
C 5.687649 -3.857779 -0.689371 0.706 -0.304 0.378 -0.45
C -4.966446 0.159459 1.314349 0.620 0.594 0.529 -0.30
C -5.249931 -0.932840 -4.222423 -0.758 0.844 0.829 -0.72
C -1.106017 -0.229295 -0.450261 -2.129 -0.053 -0.494 -0.51
C 5.144219 1.509932 1.596776 0.910 0.160 -1.074 -0.63
C 0.515714 -4.861438 2.578842 0.103 -0.395 0.420 0.27
C 4.979082 0.205975 -4.470487 -0.322 -0.068 -0.136 -0.90
C 0.895230 -0.162179 0.567761 -0.155 -0.489 -0.047 2.70
C -0.325494 1.648951 5.518267 -2.333 1.110 -2.139 -0.60
C -0.061105 3.778178 0.535308 0.101 -1.073 -0.111 0.70
C 1.848676 -1.198523 1.134300 0.750 1.899 0.126 -0.11
C 4.192862 -3.555251 -0.720945 -0.427 0.218 -1.005 0.65
C 0.948962 -4.490527 4.810112 -0.589 -0.688 0.592 -0.56
C 0.336307 3.660765 -4.351443 -0.958 -1.125 -0.273 -0.59
C -0.479301 -3.943979 4.670881 -0.586 -0.068 -1.324 -0.12
C 0.635960 2.413331 4.640438 0.832 0.256 0.486 0.93
C -1.218643 1.818803 -3.933441 0.064 -0.390 -0.244 1.38
C -0.831258 -4.404634 3.195314 0.281 0.206 0.047 0.62
C -3.687283 0.164406 2.207122 -0.023 0.410 -1.128 2.17
C 4.502928 2.073117 2.866324 0.353 0.368 -0.583 -0.66
C -5.385013 3.290815 -2.728534 1.941 1.738 -0.200 -0.25
C -4.112439 -1.685694 -3.537870 -0.721 -0.557 -0.896 0.27
C 0.381353 0.403319 5.710387 1.037 -2.265 -0.562 0.36
C 6.327181 0.424413 -3.826934 1.969 -0.981 -0.516 -0.44
C -2.952903 -1.431954 -4.512932 -0.019 0.558 0.156 0.26
C -0.452855 2.947609 -3.191854 1.237 -0.791 -1.273 0.69
C -0.917321 -3.260928 -2.225573 0.218 0.013 -0.017 0.19
C -5.017366 1.844985 2.868791 0.335 0.197 0.116 0.56
C -1.352112 5.013840 2.089224 -0.862 0.887 1.038 -0.74
C 1.796219 0.864508 5.971858 0.495 0.032 -1.160 -0.66
C -1.471196 2.483358 -5.274736 -0.665 1.075 -0.087 -0.64
C -4.543905 0.192128 -4.951138 0.988 0.096 -0.661 0.27
C 6.102732 0.254893 -2.355483 -1.034 0.512 0.723 -0.50
C -3.102886 -1.162648 2.607633 0.609 -0.092 -1.175 -0.89
C -4.462102 4.509119 -0.913577 1.304 0.168 -0.856 -0.37
H 3.655778 0.893695 -2.905981 -0.609 0.799 0.125 0.22
H 3.346304 -0.812296 -3.363317 -0.467 0.385 -0.576 0.29
H 5.935861 -4.678888 -1.395080 0.130 0.570 0.263 0.29
H 4.533201 2.986098 0.030963 0.083 0.221 0.327 0.41
H 0.397326 -0.174032 4.757347 -0.150 0.158 0.525 -0.56
H -1.135736 -2.227533 -2.119278 -0.266 1.092 0.527 -0.57
H 2.011183 1.015155 7.022635 -0.007 0.515 0.263 0.36
H 0.852249 -5.530588 5.201459 0.214 0.557 0.083 0.29
H -2.160149 1.575051 -3.409411 0.433 -0.067 -0.218 -0.59
H 4.000019 -2.490289 -0.916709 0.100 -0.318 -0.005 -0.55
H 4.870064 -0.653165 -5.100995 0.608 -0.663 -0.355 0.30
H 6.867747 1.342423 -4.089007 -0.473 -0.043 0.053 0.40
H -2.299671 3.219148 -5.171282 0.039 -0.418 -0.035 0.24
H -2.269713 -1.063919 3.304295 -0.085 0.184 0.018 0.12
H 0.447205 -3.250679 -0.424430 -0.365 0.672 0.178 -1.69
H 6.925877 -0.243133 -1.885959 0.327 -0.234 0.544 0.48
H -1.713504 1.827970 -6.119866 0.260 0.023 0.317 0.35
H -5.735979 -1.592356 -4.934545 -0.108 0.143 -0.318 0.35
H -1.624397 -5.175139 3.161716 0.494 0.405 -0.097 0.45
H -3.940170 -1.272805 -2.572398 0.465 0.391 0.800 -0.48
H 5.152730 0.432954 1.552304 -0.403 -0.564 0.293 0.21
H 1.539194 -0.676871 -1.507139 0.369 -0.832 0.253 -0.36
H 0.267785 4.737303 -4.281201 0.156 0.354 0.134 0.29
H -0.883665 -5.471582 0.242091 0.093 -0.334 0.565 0.24
H 0.993113 3.475492 0.315874 -0.886 0.293 0.042 0.09
H 2.498249 0.127246 5.594384 0.314 -0.143 0.074 0.31
H -2.145737 -0.994559 -3.920857 0.330 0.038 -0.285 -0.36
H 6.210252 1.739645 1.461426 -0.306 0.414 0.066 0.49
H 1.830010 -1.254290 2.213041 -0.254 -0.166 0.288 0.50
H -4.564735 1.447326 -2.188221 -0.026 -0.179 0.602 -0.69
H -1.895178 -3.994684 0.340645 0.176 0.063 0.094 -0.10
H -1.633852 -5.911551 -2.040685 0.397 -0.120 0.070 0.29
H -1.133256 3.657172 -2.763829 -0.487 0.245 0.361 -0.04
H -4.886692 0.189929 0.211654 0.459 -0.220 0.771 -0.12
H 0.593230 5.562817 1.541909 1.056 0.513 0.058 0.28
H 3.788286 -3.150859 1.372945 0.311 0.631 0.038 -0.14
H -3.119304 -5.323780 -1.300779 0.389 -0.198 0.310 0.35
H -4.599603 3.269056 -3.527413 -0.667 -0.159 0.182 -0.08
H 7.030818 -0.390871 -4.062135 -0.270 0.244 -0.472 0.17
H -0.504698 5.797824 0.172703 -0.315 0.854 -0.302 0.44
H -1.098900 -3.543321 2.570336 -0.587 -0.167 0.475 -0.67
H 0.213641 2.549641 -2.424232 -0.108 0.186 0.017 -0.69
H -4.985971 5.012836 -0.102915 -0.135 -0.363 0.223 0.34
H 1.362238 3.332811 -4.495459 0.286 0.145 0.578 0.30
H -1.891583 3.056900 3.089324 0.101 0.145 0.173 0.32
H -4.101338 1.051153 -4.410887 -0.695 -0.450 0.756 -0.40
H -2.597941 -2.312928 -5.042207 -0.026 -0.047 0.038 0.34
H 0.550163 -4.621853 -1.385737 -0.471 0.009 0.018 0.21
H -6.366891 3.284714 -3.175319 -0.291 -0.319 -0.014 0.38
H -3.819911 -1.858615 3.006884 -0.499 -0.106 0.295 0.53
H 0.039007 -0.244736 6.497814 -0.362 -0.267 0.321 0.52
H -2.529873 3.327632 1.461142 0.046 -0.206 0.038 -1.18
H -5.995364 1.968655 -1.203995 0.802 -0.011 0.045 0.30
H 2.749485 3.337810 2.593397 -0.154 0.240 0.093 0.30
H 2.389299 1.633194 2.846583 -0.430 -0.198 0.546 -0.50
H 4.739320 1.023779 -5.108495 -0.623 0.862 -0.224 0.34
H 0.494214 -5.917718 2.255534 0.212 0.050 0.619 0.23
H -1.345949 1.606296 5.049649 0.878 -0.342 0.162 0.03
H -5.136986 0.673155 -5.732197 0.059 -0.412 -0.277 0.36
H 1.658617 0.977621 -1.163736 -0.351 0.439 0.344 -0.05
H -3.542477 5.080251 -1.116621 -0.011 0.037 0.335 0.15
H -4.324045 -2.752375 -3.395798 0.053 0.283 -0.136 0.35
H 1.754731 -2.149015 0.684380 -0.595 -1.027 -0.397 -1.17
H -0.358525 -3.280569 -3.164311 0.225 -0.602 0.006 0.46
H 1.563997 -3.889137 5.472893 0.226 -0.080 -0.004 0.41
H -0.973778 5.357118 3.053278 0.269 -0.314 0.112 0.30
H -0.508324 2.132711 6.422058 0.007 1.059 1.749 0.45
H 2.758623 -4.300617 0.754154 -0.327 -0.613 -0.242 -0.45
H -0.737242 3.565548 -0.324542 0.585 0.274 0.166 -0.68
H 4.179297 1.326041 -0.467160 0.249 0.616 1.343 -0.71
H -5.572329 -0.654966 1.658100 -0.730 -0.484 -0.064 0.56
H 4.564246 1.355021 3.679162 -0.095 0.158 0.143 0.19
H 0.776944 -4.323559 1.677842 -0.079 0.370 -0.158 -0.60
H 5.891025 1.216812 -1.867569 0.238 -0.027 0.093 0.08
H -3.121454 2.682937 -0.991763 0.357 0.848 0.022 -0.34
H -2.968697 0.831015 1.724319 0.429 -0.501 -0.234 -1.05
H -4.286302 2.703060 0.283163 -0.004 0.105 0.069 -1.39
H -0.655922 0.859785 -4.132713 -0.282 1.102 0.648 -0.24
H 4.842698 -5.934573 0.735571 -0.585 0.147 0.028 0.33
H -0.593576 -2.844274 4.644642 0.496 -0.447 0.488 -0.25
H -6.032444 -0.520185 -3.558998 0.337 -0.413 -0.006 0.32
H -2.694556 -1.608683 1.678108 -0.157 0.157 0.494 -0.19
H 4.952227 -4.934677 2.204278 -0.278 -0.227 0.426 0.31
H 2.864950 -0.898561 0.865792 0.079 0.241 0.074 0.16
H 3.666795 -4.136949 -1.519236 0.417 0.348 0.660 0.28
H 0.586688 2.048114 3.594580 -0.231 0.689 0.463 -0.78
H 0.854091 0.821758 1.038105 0.335 -0.314 0.499 -1.45
H -1.170480 -4.354920 5.441825 0.526 0.259 -0.621 0.35
H -2.215956 5.688160 1.979478 -0.045 -0.611 -0.414 0.44
H 6.275696 -2.956573 -0.834384 0.227 -0.156 -0.458 0.11
H 0.523843 3.506787 4.776493 0.063 -0.522 -0.623 0.22
H 4.972958 3.027197 3.170817 -0.136 -0.567 -0.081 0.31

10
Properties=species:S:1:pos:R:3:forces:R:3:mulliken_charge:R:1 method="wB97M-V/def2-TZVPD" relative_energy_kcal_mol=64.3 energy_ev=-9202.097 charge=+1 s2=0.786 spin_multiplicity=2 homo_energy_ev="-17.2 / -16.3"
O -1.995029 -0.363133 -0.932883 -1.129 1.885 0.921 -0.21
O 1.907021 0.238901 0.671828 0.141 -0.439 -1.110 -0.34
N -0.193794 1.061782 0.670271 -1.390 -1.177 -0.178 -0.28
N -0.065190 -1.506876 -0.282622 -0.656 1.768 1.377 -0.56
C -1.010479 -0.626540 -0.411878 1.344 -4.585 -2.198 0.73
C 1.017126 1.103026 0.320394 1.242 1.391 0.125 0.19
H 1.525458 -0.661376 0.556568 -0.089 -0.318 0.825 0.44
H -1.146613 1.314640 0.403204 0.621 1.027 -0.076 0.35
H 1.451991 1.949842 -0.232674 -0.293 0.338 0.421 0.36
H 0.308242 -1.743762 -1.205574 0.208 0.110 -0.109 0.33

13
Properties=species:S:1:pos:R:3:forces:R:3:mulliken_charge:R:1 method="wB97M-V/def2-TZVPD" relative_energy_kcal_mol=102.3 energy_ev=-10280.362 charge=0 homo_energy_ev=-7.8
O -2.054008 1.009091 0.526857 1.691 -1.606 -1.075 -0.54
O -0.326037 -1.682264 -1.232324 -1.162 0.106 -0.535 -0.49
N 1.184621 -0.756419 0.332633 -2.299 -1.189 -4.745 -0.55
N 0.029354 0.637682 1.503772 -3.239 2.373 0.758 -0.45
C -0.861279 0.771981 0.334289 -0.711 4.966 4.884 0.40
C 0.209835 -0.609811 -0.596764 7.742 -3.115 0.500 0.47
C -0.123974 0.799837 -0.975421 -1.369 -1.639 0.630 -0.37
H 1.224978 -1.734594 0.635159 0.125 -0.061 -0.444 0.23
H 0.359091 -2.211483 -1.663392 -0.078 0.216 0.406 0.37
H 0.735970 1.469957 -1.045360 -0.218 -0.290 0.272 0.24
H 0.912024 1.132819 1.628433 -0.718 -0.609 -0.482 0.26
H -0.844153 0.848574 -1.790368 0.233 0.159 0.050 0.26
H -0.446419 0.324629 2.342486 0.003 0.688 -0.220 0.19

85
Properties=species:S:1:pos:R:3:forces:R:3:mulliken_charge:R:1 method="wB97M-V/def2-TZVPD" relative_energy_kcal_mol=8.3 energy_ev=-119629.119 charge=+2 homo_energy_ev=-13.6
Pb -0.988339 -1.085123 0.045814 0.063 -0.001 -0.019 1.02
Sb -1.759987 1.144591 -1.815412 0.051 0.012 -0.051 0.67
Cl -0.018055 -1.271320 -5.606742 0.010 -0.019 0.004 -0.12
Cl 5.164729 -2.268009 -4.395022 0.024 0.017 0.006 -0.10
Cl 4.466603 -2.650014 -1.343934 -0.006 0.007 0.008 -0.12
Cl 2.978252 -1.714615 -6.458309 -0.025 -0.008 -0.023 -0.10
S 1.161527 0.892309 0.194555 -0.038 -0.031 0.069 -0.52
O 1.547111 -2.376469 -0.934778 -0.050 -0.115 0.012 -0.65
O -0.275290 -1.500431 -2.662500 0.120 -0.010 -0.044 -0.04
O 3.123890 -2.874218 2.460199 0.031 -0.036 -0.023 -0.53
O -2.704123 -0.274642 1.581752 -0.021 -0.012 0.004 -0.67
N -4.739281 -1.204242 1.306816 -0.021 -0.016 -0.006 0.03
N 2.622875 -0.934629 1.436317 0.109 -0.140 -0.017 0.44
N 2.363322 1.063509 2.567895 0.072 -0.046 0.047 -0.01
N -3.073946 -2.364975 -1.060243 -0.032 -0.028 0.011 0.30
C 4.462679 -1.035767 3.141909 -0.008 0.009 -0.080 -0.17
C -3.811537 2.802013 -0.292900 0.029 0.035 -0.002 -1.08
C 0.836977 -1.739575 -3.088234 -0.108 -0.216 -0.031 -0.17
C -4.388514 -2.116627 -0.977335 0.025 0.035 0.020 0.35
C 1.975634 2.457544 2.792372 -0.021 0.011 -0.021 -0.69
C 2.506918 -1.836565 -4.840189 0.107 0.021 0.045 0.78
C 3.575088 -2.130401 -3.833781 -0.075 -0.021 -0.104 0.31
C 1.908759 -2.197604 -2.072076 0.125 0.403 -0.018 0.12
C 3.380618 -1.704226 2.378224 -0.097 0.043 0.085 0.12
C 4.748648 -1.499755 4.423415 0.006 -0.008 0.028 -0.34
C -3.538574 -4.238220 -2.473384 -0.007 0.002 -0.001 -1.04
C -4.894295 -3.970539 -2.402135 0.006 -0.002 0.000 -0.39
C -2.669345 -3.409033 -1.786431 -0.031 0.010 0.007 -0.13
C -0.151289 1.748032 -3.093799 -0.035 0.026 -0.036 -0.29
C -2.481323 2.985450 -1.020020 -0.061 -0.042 0.083 -0.79
C 1.216328 -1.649445 -4.489355 -0.034 0.081 0.073 -0.04
C 3.294887 -2.294432 -2.526272 -0.125 -0.140 0.045 0.02
C -5.323694 -2.893840 -1.639611 -0.006 -0.005 -0.006 -0.82
C -0.094554 3.254978 -3.325764 0.014 -0.009 0.004 -1.35
C -3.250182 0.618957 -3.249667 0.017 -0.006 -0.027 -0.38
C 5.241328 -0.032002 2.563909 -0.007 -0.010 0.001 0.36
C 5.795228 -0.938819 5.137313 -0.008 0.002 -0.005 -0.70
C -3.554821 1.746720 -4.230835 0.008 -0.022 0.002 -1.25
C 6.569687 0.060351 4.562161 -0.007 0.006 -0.008 -0.45
C -4.820238 -0.945905 -0.123617 0.017 -0.028 -0.029 0.09
C -3.862175 -0.981930 3.553163 -0.008 -0.007 -0.001 -1.28
C 2.120611 0.322279 1.509929 -0.078 0.131 -0.013 0.38
C 3.382716 2.609433 4.919123 -0.009 0.013 -0.007 -0.93
C 3.080880 3.190923 3.541242 -0.030 0.006 0.017 -0.51
C -3.717967 -0.807698 2.072496 0.035 0.040 0.020 0.60
C 6.299860 0.508176 3.273808 0.005 0.005 0.015 -0.72
H 1.046976 2.471697 3.369294 -0.001 0.004 -0.013 0.22
H -5.534751 -1.624636 1.760726 0.010 -0.006 0.005 0.26
H -4.553491 -1.781891 3.811077 -0.005 0.002 0.007 0.41
H 2.484726 2.579778 5.539069 0.003 -0.009 0.002 0.30
H -3.709866 2.122049 0.555064 -0.002 -0.005 0.002 0.18
H 2.253444 -1.514210 0.689242 0.033 0.058 0.041 0.00
H 2.759443 4.228295 3.647875 0.017 0.000 -0.009 0.36
H -4.191144 -0.081255 -0.332867 -0.013 0.002 0.002 -0.83
H -1.016302 3.638138 -3.764603 0.006 -0.009 -0.012 0.31
H -2.887738 -1.177376 3.992250 0.002 -0.008 -0.002 0.33
H -1.600219 -3.586618 -1.821464 0.001 -0.001 0.005 0.49
H -4.317346 1.435010 -4.945302 -0.001 0.005 -0.004 0.43
H -5.608801 -4.590296 -2.926799 -0.001 -0.003 0.000 0.45
H -4.241951 -0.048856 3.973542 0.016 0.005 -0.003 0.30
H -2.850831 -0.262007 -3.756907 -0.026 -0.008 -0.009 0.47
H 6.016201 -1.289957 6.135810 0.001 0.002 0.002 0.44
H -3.926737 2.638398 -3.724322 -0.005 0.001 0.002 0.31
H -2.669867 2.029128 -4.803079 0.000 0.008 0.006 0.30
H -4.584419 2.412136 -0.959318 -0.006 -0.004 -0.001 0.29
H -6.376750 -2.658917 -1.558716 0.000 0.002 -0.002 0.45
H 3.984175 3.203092 2.926560 0.005 -0.001 -0.008 0.26
H 7.394709 0.486919 5.116891 0.003 0.001 -0.001 0.43
H -4.143992 0.300805 -2.711390 -0.015 0.017 -0.009 0.28
H -0.308422 1.200412 -4.025917 0.020 0.020 0.021 0.31
H 6.921193 1.270026 2.822849 0.001 0.003 0.001 0.46
H 5.033580 0.303675 1.554604 0.000 0.006 -0.001 0.45
H -3.156197 -5.070091 -3.047026 0.001 -0.003 -0.001 0.46
H 1.781140 2.915752 1.826046 0.000 -0.006 -0.002 0.47
H 3.799938 1.599102 4.873149 0.013 -0.015 -0.004 0.15
H 2.941129 0.660957 3.295646 0.009 -0.008 -0.026 0.06
H 0.719509 3.500253 -4.008672 0.002 0.001 -0.001 0.41
H 0.773920 1.387049 -2.643408 0.002 -0.014 0.005 0.37
H 4.153224 -2.300107 4.842534 -0.002 0.000 0.000 0.48
H -1.707133 3.357328 -0.348479 -0.007 0.016 0.000 0.50
H -4.171208 3.756278 0.092523 -0.003 0.000 -0.005 0.45
H -5.849541 -0.679585 -0.359158 0.004 0.012 -0.010 0.59
H 0.083142 3.796654 -2.396339 0.002 0.005 0.000 0.34
H 4.121775 3.219366 5.436025 -0.001 0.003 0.004 0.35
H -2.569143 3.689312 -1.847076 0.011 -0.006 -0.015 0.48